No. 1
Below is 2 unconnected molecules or ions with the total composition C4H10O at a distorted geometry, with properties calculated with ωB97M-V/def2-TZVPD.

XYZ file:
```
15
Properties=species:S:1:pos:R:3:lowdin_charge:R:1
C 2.526 0.320 -1.272 0.003
H 2.083 -0.660 -1.344 0.059
H -1.493 0.566 1.133 0.054
C -2.080 -1.447 0.457 -0.160
H 3.141 0.638 -2.098 0.049
H -3.063 -1.674 0.888 0.064
H 1.454 1.326 1.498 0.099
H -2.056 -1.941 -0.505 0.054
O 1.557 0.645 0.815 -0.034
H -1.273 -1.851 1.042 0.053
H -1.183 0.243 -0.584 0.059
H -2.777 0.597 0.022 0.049
H 2.701 2.089 -0.068 0.102
C -1.872 0.056 0.244 -0.175
C 2.334 1.095 -0.226 -0.277
```

Results
E_tot	-233.598458	hartree
frontier orbital gap	0.364	Ha
ΔE to the lowest compared entry with this formula, charge and spin	122.1	kJ/mol
highest occupied orbital energy	-9.10	eV



No. 2
Below is 9 unconnected molecules or ions with the total composition C38H77O21PS at a distorted geometry, with properties calculated with ωB97M-V/def2-TZVPD.

XYZ file:
```
138
Properties=species:S:1:pos:R:3:lowdin_charge:R:1
O 8.637 -7.989 5.826 -0.006
H -4.087 -3.629 -2.451 0.085
H 5.690 -4.689 7.529 0.067
C 7.488 -9.897 6.885 0.011
O 7.727 -7.734 7.816 0.102
C -6.829 -5.101 -5.538 -0.064
H -0.940 -1.617 1.873 0.093
H 7.393 -0.771 0.269 0.120
O -5.925 11.156 1.004 0.095
C -0.043 -1.013 1.736 0.015
H 7.693 -8.151 3.329 0.083
C -0.269 -3.136 -7.632 -0.065
H 8.509 -9.663 2.898 0.082
H -0.158 1.679 1.954 0.111
C -0.567 1.554 2.957 -0.235
H -3.266 0.382 -1.379 0.015
H 1.013 3.056 -1.497 0.121
C -3.103 8.387 1.935 -0.059
O -3.979 2.081 -3.078 -0.240
C -3.442 6.352 -0.675 0.021
C -1.839 3.456 -3.409 -0.180
O 3.346 -0.149 1.058 0.094
H 1.673 1.159 -0.933 0.098
O -5.268 -6.250 -4.063 -0.002
H -4.967 9.309 1.427 0.093
H -1.875 2.443 -3.798 0.126
H 3.326 -2.782 7.139 0.125
H -0.187 -4.697 -5.089 0.075
C -3.703 3.024 -2.124 -0.712
O -0.577 3.961 -3.245 -0.057
H 5.665 -6.188 5.523 0.091
C -7.277 13.458 -1.289 -0.237
H -5.417 0.312 -2.145 -0.001
H -1.802 -4.005 -4.814 0.081
C -0.769 -4.018 -4.469 0.020
C -4.636 -3.982 -3.320 -0.026
O -3.256 -5.908 -3.244 0.102
H 9.960 -8.245 4.328 0.123
H -1.109 -3.681 -7.200 0.067
C 4.342 -0.741 1.389 -0.503
O -0.430 -1.884 -3.499 0.057
H 0.708 -1.603 1.216 0.088
C -6.630 -5.862 -4.243 -0.239
H 4.868 -3.786 8.808 0.082
H 6.528 -3.025 -0.304 0.082
C -8.578 12.965 -1.889 -0.066
C 6.680 -1.268 0.926 -0.237
C -2.064 1.316 2.942 -0.065
H -6.045 11.415 -2.223 0.076
H -2.521 9.301 1.813 0.085
O 4.165 -3.617 5.510 0.004
C 6.763 -2.768 0.730 -0.060
H 6.470 -9.922 6.499 0.094
H -7.380 14.503 -1.002 0.121
H -2.382 4.094 -4.108 0.155
H -2.366 6.275 -0.525 0.104
H -5.686 -3.765 -3.136 0.072
H 1.261 -3.852 -6.259 0.113
H 3.344 0.823 -1.335 0.097
O 4.462 -4.530 3.539 0.092
O 1.238 -1.376 3.692 0.101
H 8.112 -10.576 6.309 0.070
O -4.521 3.365 -1.376 0.182
H -8.516 11.916 -2.175 0.067
S -3.571 -0.708 -3.907 0.252
H 0.144 2.038 -3.735 0.118
H 7.766 -3.129 0.962 0.080
O -3.701 8.026 -2.335 0.102
C 1.497 3.075 -2.471 -0.205
H -0.740 -4.413 -3.457 0.094
H -4.299 -3.432 -4.195 0.036
H -7.884 -4.868 -5.687 0.081
H -2.465 7.557 1.630 0.065
C -4.367 8.461 1.103 -0.226
H 6.934 -0.972 1.945 0.113
H 3.779 -1.019 3.405 0.084
C 4.379 -4.686 4.728 -0.515
O 2.472 2.088 -2.662 -0.131
H -4.991 7.572 1.218 0.117
P -4.081 0.532 -2.515 0.377
O -2.485 3.532 -2.108 0.093
H -3.349 8.266 2.990 0.081
H 3.173 -4.522 7.104 0.114
H -2.577 2.146 2.454 0.078
H -0.269 -0.162 1.096 0.065
H 2.732 -0.812 -2.903 0.076
O -6.956 12.762 -0.083 0.002
H 6.050 -3.296 1.364 0.063
H -0.349 2.473 3.499 0.122
H 5.768 -2.937 7.540 0.083
C 0.834 -2.914 -6.617 -0.237
C -3.768 7.739 -1.168 -0.518
H -2.440 1.222 3.961 0.082
H -8.836 13.550 -2.772 0.081
C 9.143 -8.812 4.773 -0.235
H -2.318 0.394 2.419 0.064
H -3.744 5.618 -1.410 0.058
C -4.332 -5.450 -3.509 -0.523
H -7.195 -6.792 -4.276 0.122
H 0.973 3.377 -4.522 0.131
H -6.265 -4.168 -5.546 0.068
H 7.488 -10.265 7.908 0.091
H -0.653 -2.179 -7.986 0.083
C 0.511 -0.637 3.090 -0.521
H 3.985 -2.521 2.495 0.081
C 4.394 -1.530 2.669 0.009
H 5.389 -1.620 3.101 0.075
C 1.882 -0.269 -2.507 -0.057
H -9.385 13.055 -1.162 0.083
H -3.958 6.084 0.245 0.077
H 4.227 -6.800 4.684 0.090
C -6.298 11.588 -0.054 -0.504
C 3.861 -3.700 6.905 -0.228
C -0.240 -2.602 -4.439 -0.527
C 8.087 -9.088 3.722 -0.063
H 0.107 -3.701 -8.487 0.080
H 1.999 4.043 -2.538 0.125
H 1.302 -0.910 -1.857 0.059
C 5.118 -3.787 7.747 -0.060
O 5.399 -0.759 0.553 -0.001
H -6.994 -5.306 -3.378 0.112
H 1.255 0.073 -3.318 0.053
H 1.648 -2.356 -7.078 0.122
O 0.391 -2.107 -5.525 -0.004
C 4.597 -6.037 5.365 0.018
H 4.067 -6.176 6.304 0.073
C 7.978 -8.467 6.899 -0.535
H 9.580 -9.728 5.171 0.113
O 0.125 0.523 3.662 0.000
H -6.479 -5.696 -6.381 0.083
C 2.361 0.985 -1.757 -0.242
C 0.471 3.070 -3.610 -0.145
H -6.948 10.101 -1.434 0.104
H -6.450 13.408 -1.998 0.113
H -5.189 10.245 -1.251 0.067
H 7.244 -9.643 4.135 0.067
C -6.120 10.802 -1.328 0.026
O -4.067 8.702 -0.279 -0.032
```

Results
E_tot	-3813.680149	hartree
frontier orbital gap	0.343	Ha
highest occupied orbital energy	-8.97	eV



No. 3
Below is a molecular structure, C18H22MgS3Te at a distorted geometry, with properties calculated with ωB97M-V/def2-TZVPD.

XYZ file:
```
45
Properties=species:S:1:pos:R:3:lowdin_charge:R:1
C -4.445 -2.829 3.235 -0.135
C -5.795 -2.960 3.524 -0.048
H -0.144 3.495 -0.801 0.091
H 2.927 -1.815 0.751 0.101
Te -1.947 -1.644 2.063 1.457
Mg -0.930 0.019 0.195 0.390
S -0.272 1.453 -1.917 0.870
C -1.180 0.104 4.449 -0.122
H -0.784 -0.830 4.828 0.105
C 1.927 -0.418 -1.905 -0.447
H -7.051 -0.586 1.462 0.119
H 1.945 3.468 0.386 0.096
C -2.247 2.490 3.495 -0.056
C -4.971 -1.062 1.654 -0.133
H -6.120 -3.700 4.243 0.122
H -2.682 3.415 3.138 0.121
H 3.237 0.561 0.821 0.085
H 2.438 -1.112 -2.571 0.097
H 1.623 1.178 -3.317 0.104
H 1.393 -1.754 1.604 0.066
C 2.009 -1.239 0.865 -0.475
C 1.657 2.526 -0.080 -0.452
H 2.651 0.088 2.395 0.094
C -4.054 -1.869 2.310 -0.490
H -0.606 1.230 6.177 0.123
H -7.777 -2.251 3.123 0.122
C -1.615 2.454 4.731 -0.040
S 1.067 1.450 1.284 0.891
H 2.558 2.073 -0.486 0.073
C 2.369 0.165 1.345 -0.456
S 1.049 -1.443 -0.677 0.855
H -4.653 -0.338 0.915 0.092
C -6.316 -1.206 1.958 -0.054
H 1.150 3.349 -1.989 0.102
C -2.342 1.339 2.728 -0.182
C -1.806 0.147 3.209 -0.544
H -3.715 -3.461 3.724 0.099
H -2.896 1.370 1.790 0.089
H -1.545 3.354 5.326 0.122
H 2.682 0.154 -1.372 0.069
C -6.726 -2.148 2.892 -0.041
C 0.641 2.836 -1.173 -0.472
C -1.087 1.263 5.209 -0.043
H 0.456 -0.128 -3.473 0.092
C 1.015 0.470 -2.754 -0.455
```

Results
E_tot	-2361.265403	hartree
frontier orbital gap	0.301	Ha
ΔE to the lowest compared entry with this formula, charge and spin	70.7	kJ/mol
charge	+2
highest occupied orbital energy	-14.73	eV



No. 4
Below is 2 unconnected molecules or ions with the total composition C2H2ClNO3 at a distorted geometry, with properties calculated with ωB97M-V/def2-TZVPD.

XYZ file:
```
9
Properties=species:S:1:pos:R:3:lowdin_charge:R:1
H -0.138 0.825 -1.385 0.116
O -2.176 2.239 -0.358 -0.045
H -1.152 -0.882 0.872 0.201
C -0.760 0.310 -0.607 -0.024
Cl 9.217 -1.470 0.879 -1.000
O -2.440 0.508 1.085 -0.058
O 0.061 -1.845 -0.509 -0.187
N -0.624 -0.851 -0.148 -0.255
C -1.988 1.166 0.171 -0.748
```

Results
E_tot	-818.087107	hartree
frontier orbital gap	0.281	Ha
ΔE to the lowest compared entry with this formula, charge and spin	137.5	kJ/mol
charge	-2
highest occupied orbital energy	-2.01	eV